[1]
The following is a DFT calculation (ωB97M-V with the def2-TZVPD basis set) of a molecular structure, C25H18ClN7O7PdS2 at a distorted geometry.

Structure (ORCA input):
```
! RIJCOSX wB97M-V def2-TZVPD def2/J DEFGRID3
* xyz -2 1
Pd 0.5957 1.1551 0.2690
O -3.7357 3.0078 -3.8668
C -4.0032 1.8210 -3.4194
O -4.8137 1.0790 -3.9542
C -3.2625 1.3891 -2.1849
C -3.4843 0.2134 -1.4986
Cl -4.5316 -1.0422 -1.9861
N -2.6939 0.1939 -0.3902
N -1.9069 1.2912 -0.3717
C -2.2617 2.0457 -1.4018
C -1.6517 3.4354 -1.5616
O -2.1014 4.1479 -2.5202
O -0.8342 3.8164 -0.7286
C -2.5468 -0.8065 0.6334
C -3.5296 -1.7634 0.8804
C -3.3075 -2.7607 1.8206
C -2.1250 -2.8054 2.5397
C -1.1756 -1.8146 2.3352
C -1.3859 -0.8184 1.4006
H -2.9668 3.5025 -3.2559
H -4.4649 -1.7479 0.3532
H -4.0713 -3.5149 1.9765
H -1.9514 -3.6007 3.2561
H -0.2437 -1.8185 2.8891
H -0.6037 -0.0618 1.2182
S 4.1554 4.3780 -0.5684
C 4.6586 2.7753 -0.1811
C 3.6282 1.9126 -0.3424
N 2.4551 2.4798 -0.7864
C 2.5721 3.7466 -0.9596
H 5.6626 2.5778 0.1593
H 3.6594 0.8516 -0.1512
H 1.7680 4.3976 -1.2809
N -1.6908 3.0558 2.2998
C -0.5387 2.3319 2.5773
C 0.6462 2.6209 1.8369
N 1.7780 1.9302 2.0679
C 1.7148 0.9740 3.0338
C 0.5977 0.8056 3.8069
N -0.5529 1.4846 3.5860
H -1.7181 3.3364 1.3269
H -2.5199 2.5552 2.5796
H 0.7184 3.5559 1.2952
H 2.6032 0.3692 3.1736
H 0.5895 0.1157 4.6444
O 2.7872 -2.5596 1.7547
C 2.2887 -2.2464 0.6735
N 1.6752 -1.0907 0.3652
S 1.1660 -1.0009 -1.1642
O 1.9302 -0.1026 -1.9957
O -0.2676 -1.0069 -1.3483
C 1.7112 -2.6640 -1.6192
C 1.6269 -3.3734 -2.8008
C 2.1761 -4.6505 -2.8405
C 2.7911 -5.1955 -1.7150
C 2.8602 -4.4725 -0.5299
C 2.3115 -3.2031 -0.5007
H 1.1433 -2.9412 -3.6697
H 2.1228 -5.2311 -3.7543
H 3.2207 -6.1896 -1.7685
H 3.3270 -4.8699 0.3637
*
```

## Properties
Frontier orbital gap = 5.658 eV
Lowest unoccupied orbital energy = 4.1 eV
Highest occupied orbital energy = -1.56 eV

Here are the Löwdin charges for atoms 1 to 6, given in e: 0.465 0.068 -0.558 -0.005 -0.055 -0.564



[2]
The following is a DFT calculation (ωB97M-V with the def2-TZVPD basis set) of a molecular structure, C25H18F6I2N9O4S2Tl.

Structure (ORCA input):
```
! RIJCOSX wB97M-V def2-TZVPD def2/J DEFGRID3
* xyz 2 1
Tl 0.4652 -0.8301 -0.5712
C -1.8588 1.7137 -3.6355
C -1.5257 0.6205 -2.8407
N -0.9353 0.8040 -1.6663
C -0.6904 2.0533 -1.2606
C -0.9892 3.1248 -2.0903
N -1.5636 2.9523 -3.2734
C -0.1534 2.2081 0.1144
C -0.3045 3.3703 0.8468
C 0.1246 3.4111 2.1730
C 0.6765 2.2483 2.7176
C 0.8117 1.1206 1.9309
N 0.4161 1.1269 0.6513
C 1.3476 -0.1730 2.4544
C 2.0420 -0.2890 3.6552
N 2.4892 -1.4540 4.0973
C 2.2637 -2.5289 3.3544
C 1.5931 -2.4439 2.1429
N 1.1377 -1.2679 1.7145
C -0.0366 4.6296 2.9895
C 0.9368 4.9995 3.9099
C 0.7440 6.1589 4.6500
N -0.3350 6.9233 4.5317
C -1.2670 6.5643 3.6572
C -1.1624 5.4336 2.8578
H -2.3500 1.5707 -4.5885
H -1.7207 -0.3946 -3.1604
H -0.7435 4.1414 -1.8116
H -0.7683 4.2389 0.4026
H 0.9507 2.2267 3.7619
H 2.2598 0.5763 4.2669
H 2.6281 -3.4781 3.7244
H 1.4192 -3.3081 1.5141
H 1.8474 4.4274 4.0344
H 1.4898 6.4838 5.3643
H -2.1381 7.2038 3.5904
H -1.9655 5.1812 2.1772
F 0.6447 -6.0395 -2.0523
C 1.8659 -5.5489 -2.1867
F 2.4306 -5.9993 -3.2796
F 2.5955 -5.8444 -1.1224
S 1.7575 -3.7025 -2.2702
O 1.0409 -3.2978 -1.0455
O 3.0996 -3.1897 -2.3923
N 0.8554 -3.5392 -3.5421
S 0.5674 -2.0858 -4.0778
O 0.7404 -1.1031 -2.9865
O -0.6559 -2.0360 -4.7997
C 1.9331 -1.6602 -5.2754
F 2.2702 -2.7443 -5.9427
F 2.9744 -1.1953 -4.6027
F 1.4743 -0.7299 -6.0910
I 3.3901 -0.9298 -0.9737
I 4.1108 1.1591 0.5147
N -1.8622 -2.9739 -2.0527
C -2.3222 -2.5775 -0.8402
C -3.6347 -2.8769 -0.4314
C -4.0924 -2.4324 0.7769
C -3.2428 -1.6776 1.5989
C -1.9869 -1.4108 1.1452
N -1.5146 -1.8391 -0.0561
H -2.4675 -3.5669 -2.6002
H -0.8865 -3.2293 -2.1173
H -4.2542 -3.4764 -1.0838
H -5.0972 -2.6710 1.0981
H -3.5621 -1.3082 2.5613
H -1.3071 -0.8191 1.7406
*
```

## Properties
Frontier orbital gap = 6.738 eV
Lowest unoccupied orbital energy = -7.6 eV
Highest occupied orbital energy = -14.32 eV

Here are the natural (NBO) charges for atoms 1 to 6, given in e: 1.468 0.035 0.048 -0.454 0.121 0.038



[3]
The following is a DFT calculation (ωB97M-V with the def2-TZVPD basis set) of a molecular structure, C25H18FeN6O12S.

Structure (ORCA input):
```
! RIJCOSX wB97M-V def2-TZVPD def2/J DEFGRID3
* xyz -2 5
Fe 0.2171 0.2405 1.1000
O -0.8899 3.9624 -1.2573
C -0.3814 3.2212 -0.2529
O 0.7791 2.9351 -0.1838
C -1.4126 2.8723 0.7757
C -2.6751 3.4256 0.7840
C -3.5338 3.0891 1.8270
C -3.0975 2.2332 2.8123
C -1.8297 1.6779 2.6954
N -1.0191 1.9886 1.6958
C -1.2729 0.6444 3.6749
O -1.7672 0.6452 4.8112
O -0.3467 -0.0673 3.1946
H -0.1971 3.9908 -1.9278
H -2.9652 4.1036 -0.0065
H -4.5438 3.4808 1.8505
H -3.7157 1.9367 3.6486
N -4.0214 -0.4281 -5.1723
C -3.9402 -0.7114 -3.7907
C -4.1722 -1.9999 -3.3152
C -4.0748 -2.2759 -1.9592
C -3.7677 -1.2576 -1.0722
C -3.5694 0.0377 -1.5357
C -3.6519 0.3078 -2.8883
S -3.5961 -1.5609 0.6703
O -4.2046 -0.4160 1.3100
O -4.1783 -2.8522 0.9593
N -2.0195 -1.4476 0.9576
C -1.1446 -2.3162 0.4260
N 0.1766 -2.0181 0.6710
C 1.0893 -2.8440 0.1936
C 0.7899 -3.9733 -0.5494
C -0.5559 -4.1571 -0.8214
N -1.5073 -3.3651 -0.3695
H -3.8294 -1.2299 -5.7497
H -3.4308 0.3451 -5.4383
H -4.3949 -2.7964 -4.0215
H -4.2143 -3.2773 -1.5740
H -3.3102 0.8151 -0.8264
H -3.4429 1.3062 -3.2591
H 2.1162 -2.5642 0.4022
H 1.5571 -4.6336 -0.9265
H -0.8883 -4.9818 -1.4546
O 2.2049 0.8635 2.0423
C 2.8729 0.3376 1.1298
O 2.3920 -0.2363 0.1317
C 4.3852 0.3921 1.2507
C 4.9730 0.7105 2.4720
C 6.3492 0.7554 2.5974
C 7.1338 0.4920 1.4827
C 6.5665 0.1822 0.2563
C 5.1888 0.1282 0.1492
N 8.5934 0.5357 1.6040
O 9.0761 0.8063 2.6780
O 9.2608 0.2986 0.6244
H 4.3189 0.9229 3.3078
H 6.8292 0.9918 3.5353
H 7.2125 -0.0130 -0.5873
H 4.7092 -0.1208 -0.7892
O -0.6677 0.7244 -3.0850
C -0.3081 0.2118 -2.0145
O -0.6307 0.5860 -0.8369
H 0.3775 -0.6543 -2.0560
*
```

## Properties
Frontier orbital gap (spin up / spin down) = 6.053 / 5.827 eV
Lowest unoccupied orbital energy (spin up / spin down) = 3.2 / 3.2 eV
Highest occupied orbital energy (spin up / spin down) = -2.85 / -2.63 eV

Here are the natural (NBO) charges for atoms 1 to 6, given in e: 1.620 -0.693 0.791 -0.573 0.079 -0.225



[4]
The following is a DFT calculation (ωB97M-V with the def2-TZVPD basis set) of a molecular structure, C25H19AuClNO4P.

Structure (ORCA input):
```
! RIJCOSX wB97M-V def2-TZVPD def2/J DEFGRID3
* xyz 3 3
Au 0.3087 1.5658 0.0729
O 0.1446 5.9765 0.2448
C -0.0432 4.6900 0.1866
O 0.8524 3.8580 0.1329
C -1.4853 4.2890 0.1818
C -2.5285 5.1993 0.2229
C -3.8217 4.7009 0.1897
C -4.0152 3.3285 0.1192
C -2.9061 2.4971 0.0890
N -1.6665 2.9747 0.1188
C -2.9624 0.9943 -0.0051
O -4.1067 0.3608 0.0854
O -1.9429 0.3528 -0.1690
H 1.0908 6.2060 0.2434
H -2.3328 6.2610 0.2730
H -4.6696 5.3722 0.2129
H -5.0256 2.9426 0.0752
H -4.8725 0.9340 0.2328
Cl 3.0158 1.6712 -0.0214
C 3.5192 0.0665 0.0264
C 4.9232 -0.1541 -0.0148
C 5.3735 -1.4351 0.0288
C 4.4328 -2.5076 0.1202
C 3.0328 -2.2688 0.1561
C 2.5416 -0.9969 0.1097
P 0.7018 -0.7478 0.0382
C 0.2425 -1.4093 -1.5452
C 0.2589 -0.5722 -2.6661
C -0.0072 -1.0962 -3.9182
C -0.2989 -2.4486 -4.0516
C -0.3192 -3.2809 -2.9375
C -0.0538 -2.7691 -1.6784
C 0.0689 -1.6373 1.4215
C -1.1903 -2.2560 1.3321
C -1.6877 -2.9236 2.4346
C -0.9607 -2.9569 3.6203
C 0.2736 -2.3177 3.7225
C 0.7902 -1.6554 2.6290
H 5.6044 0.6844 -0.0813
H 6.4343 -1.6488 -0.0011
H 4.8004 -3.5265 0.1672
H 2.3557 -3.1118 0.2201
H 0.4823 0.4855 -2.5665
H 0.0078 -0.4555 -4.7893
H -0.5198 -2.8559 -5.0291
H -0.5558 -4.3305 -3.0500
H -0.0926 -3.4224 -0.8153
H -1.7571 -2.2255 0.4123
H -2.6454 -3.4221 2.3718
H -1.3603 -3.4826 4.4778
H 0.8238 -2.3400 4.6529
H 1.7478 -1.1561 2.7174
*
```

## Properties
Frontier orbital gap (spin up / spin down) = 7.829 / 4.388 eV
Lowest unoccupied orbital energy (spin up / spin down) = -9.6 / -13.2 eV
Highest occupied orbital energy (spin up / spin down) = -17.42 / -17.61 eV

Here are the natural (NBO) charges for atoms 1 to 6, given in e: 0.935 -0.597 0.812 -0.680 0.073 -0.141



DFT total energy list, top to bottom, in hartree: -3258.02024; -3920.18030; -3856.99264; -2256.00241